One molecule with the formula C3H7NS, computed with ωB97M-V with the def2-TZVPD basis set.

```
12
Properties=species:S:1:pos:R:3:lowdin_charge:R:1
S 1.204 0.474 -2.117 0.695
C 0.828 0.808 -0.387 -0.549
C -0.478 0.265 0.033 -0.452
C -0.589 -1.029 0.667 -0.159
N -0.694 0.175 1.449 0.016
H 1.333 -0.854 -2.202 -0.156
H 0.784 1.884 -0.372 0.063
H 1.685 0.425 0.239 0.101
H -1.302 0.666 -0.550 0.138
H -1.497 -1.642 0.554 0.113
H 0.313 -1.613 0.923 0.114
H -1.586 0.440 1.765 0.077
```

* HOMO level: -9.10 eV
* energy: -571.39546 Ha
* SMILES: SC[C@H]1CN1
* total charge: 0
* HOMO-LUMO gap: 10.076 eV
* energy relative to the best compared isomer or geometry (same formula, charge and spin): 1.183 eV

C3H7NS as an isolated structure, computed with ωB97M-V with the def2-TZVPD basis set.

```
12
Properties=species:S:1:pos:R:3:lowdin_charge:R:1
C -0.890 -0.041 0.489 -0.561
C 0.042 1.217 0.384 -0.317
C 0.140 -1.141 0.435 -0.413
H -2.631 0.527 -0.419 0.070
H -2.034 -0.977 -0.817 0.074
H -1.534 -0.076 1.390 0.127
H -0.220 2.066 -0.275 0.071
H 0.421 1.609 1.352 0.065
H -0.114 -2.088 -0.093 0.088
H 0.569 -1.412 1.357 0.042
N -1.800 0.006 -0.651 0.015
S 1.399 0.006 -0.362 0.737
```

* HOMO level: -8.50 eV
* energy: -571.40362 Ha
* total charge: 0
* HOMO-LUMO gap: 9.469 eV
* energy relative to the best compared isomer or geometry (same formula, charge and spin): 0.961 eV

One molecule with the formula C3H7NS, computed with ωB97M-V with the def2-TZVPD basis set.

```
12
Properties=species:S:1:pos:R:3:lowdin_charge:R:1
S -0.378 -1.667 -0.811 0.733
C -0.651 0.158 -0.783 -0.481
C -0.336 0.937 0.493 -0.376
C 0.857 0.577 1.350 -0.159
N 0.853 1.818 0.534 -0.028
H 0.595 -1.591 -0.025 -0.251
H -1.645 0.306 -1.129 0.051
H 0.029 0.632 -1.419 0.047
H -1.184 1.415 0.997 0.129
H 0.931 0.702 2.417 0.089
H 1.531 -0.266 0.905 0.110
H 0.603 2.711 1.130 0.136
```

* HOMO level: -9.11 eV
* energy: -571.37151 Ha
* SMILES: SC[C@H]1CN1
* total charge: 0
* HOMO-LUMO gap: 10.086 eV
* energy relative to the best compared isomer or geometry (same formula, charge and spin): 1.835 eV

One molecule with the formula C3H7NS2, computed with ωB97M-V with the def2-TZVPD basis set.

```
13
Properties=species:S:1:pos:R:3:lowdin_charge:R:1
C 0.656 -1.278 0.707 -0.083
C -0.061 0.044 0.851 -0.320
N -0.552 0.651 -0.377 -0.541
S -2.216 0.483 -0.804 0.860
C 0.216 1.413 -1.067 -0.781
S 1.823 1.743 -0.855 0.617
H 1.534 -1.038 0.174 0.037
H 0.114 -2.007 0.165 0.057
H 0.981 -1.691 1.691 0.101
H 0.738 0.673 1.168 0.052
H -0.856 -0.003 1.622 0.118
H -2.142 -0.724 -1.313 -0.146
H -0.234 1.735 -1.962 0.029
```

* HOMO level: -8.40 eV
* energy: -969.59634 Ha
* SMILES: CCN(S)C=S
* total charge: 0
* HOMO-LUMO gap: 8.851 eV
* energy relative to the best compared isomer or geometry (same formula, charge and spin): 1.115 eV